# 1
ORCA calculation (wB97M-V/def2-TZVPD) on C10H13N3 in the gas phase in a non-equilibrium geometry.

Geometry (Å):
C  -2.137  1.125  1.273
C  -2.715  0.938  0.029
C  -0.828  0.742  1.485
C  -1.999  0.370  -1.016
C  -0.673  -0.020  -0.814
C  -0.105  0.174  0.445
C  3.405  0.089  1.331
C  2.927  -1.300  1.764
C  -2.647  0.175  -2.353
C  0.117  -0.633  -1.929
N  1.247  -0.239  0.609
N  2.015  0.574  1.504
N  1.564  -0.736  1.914
H  -2.708  1.568  2.075
H  -3.740  1.238  -0.134
H  -0.354  0.876  2.444
H  4.063  0.590  2.036
H  3.774  0.196  0.312
H  2.983  -2.100  1.027
H  3.300  -1.635  2.729
H  -2.095  0.704  -3.129
H  -2.664  -0.880  -2.620
H  -3.669  0.545  -2.342
H  0.182  0.055  -2.771
H  1.120  -0.870  -1.591
H  -0.363  -1.545  -2.280

Energy above the lowest of the compared OMol25 structures with the same formula, charge and spin ... 84.7 kcal per mole
Kohn-Sham gap ... 9.8 eV
2S+1 ... 1
SMILES ... Cc1cccc(-n2n3n2CC3)c1C


# 2
ORCA calculation (wB97M-V/def2-TZVPD) on 2 unconnected molecules or ions with the total composition C2H9N2O in a non-equilibrium geometry.

Geometry (Å):
C  1.847  -0.624  0.472
N  1.383  0.739  0.853
H  2.790  -0.861  0.938
H  1.087  -1.352  0.749
H  1.987  -0.642  -0.609
H  0.371  0.840  0.588
H  1.970  1.469  0.460
H  1.387  0.802  1.874
C  -2.012  0.089  -0.282
N  -2.243  -0.359  -1.517
O  -1.153  0.928  -0.013
H  -2.645  -0.345  0.509
H  -3.133  -0.729  -1.803
H  -1.637  0.046  -2.218

Energy above the lowest of the compared OMol25 structures with the same formula, charge and spin ... 11.5 kcal per mole
Kohn-Sham gap ... 11.5 eV
2S+1 ... 1
Charge ... +1


# 3
ORCA calculation (wB97M-V/def2-TZVPD) on a molecular structure, C16H30MoN2SSi2.

Geometry (Å):
Mo  -0.084  0.378  0.197
C  -1.143  0.798  3.071
C  -2.452  0.835  2.293
N  -2.196  0.852  0.819
C  -3.090  -0.072  0.064
C  -2.732  -1.543  0.267
S  -0.946  -1.877  -0.019
C  -0.400  -2.549  1.586
C  -0.675  -1.614  2.755
N  -0.237  -0.219  2.487
H  -1.348  0.606  4.127
H  -0.637  1.764  3.005
H  -3.028  1.712  2.588
H  -3.067  -0.032  2.528
H  -2.403  1.786  0.474
H  -3.006  0.185  -0.992
H  -4.130  0.079  0.366
H  -3.282  -2.151  -0.450
H  -2.983  -1.906  1.261
H  0.668  -2.713  1.440
H  -0.875  -3.518  1.738
H  -0.175  -2.008  3.641
H  -1.739  -1.608  2.985
H  0.683  -0.092  2.895
C  -1.615  0.549  -3.271
Si  -0.233  1.224  -2.197
C  0.203  2.914  -2.860
C  1.140  -0.086  -2.084
C  0.997  -1.194  -2.959
C  1.677  -2.370  -2.773
C  2.494  -2.540  -1.654
C  2.644  -1.505  -0.766
C  2.003  -0.242  -0.961
Si  2.315  0.947  0.467
C  2.333  2.782  0.170
C  3.534  0.377  1.744
H  -1.295  0.533  -4.316
H  -2.493  1.198  -3.223
H  -1.924  -0.462  -2.998
H  0.359  2.823  -3.938
H  1.078  3.411  -2.444
H  -0.662  3.568  -2.721
H  0.358  -1.097  -3.826
H  1.577  -3.169  -3.496
H  3.021  -3.472  -1.501
H  3.309  -1.641  0.079
H  3.111  3.033  -0.555
H  2.562  3.294  1.107
H  1.383  3.176  -0.203
H  4.550  0.478  1.356
H  3.398  -0.652  2.074
H  3.453  1.025  2.620

Energy above the lowest of the compared OMol25 structures with the same formula, charge and spin ... 0.0 kcal per mole
Kohn-Sham gap (spin up / spin down) ... 6.6 / 7.0 eV
2S+1 ... 3
Charge ... +2


# 4
ORCA calculation (wB97M-V/def2-TZVPD) on a molecular structure, C34H29Br2MoN7O5S.

Geometry (Å):
Mo  -0.550  0.120  0.274
C  0.410  -0.007  -4.115
C  1.046  -1.219  -4.215
C  1.347  -1.946  -3.069
C  0.989  -1.428  -1.841
N  0.298  -0.266  -1.734
C  0.039  0.460  -2.842
C  1.365  -2.072  -0.556
C  2.403  -2.955  -0.506
C  2.641  -3.624  0.747
C  2.091  -3.143  1.868
C  1.368  -1.820  1.800
N  0.641  -1.700  0.537
H  0.190  0.597  -4.984
H  1.324  -1.601  -5.189
H  1.851  -2.898  -3.125
H  -0.761  1.975  -1.746
H  2.978  -3.202  -1.385
H  3.216  -4.543  0.761
H  2.168  -3.668  2.812
H  0.650  -1.779  2.623
O  -1.069  3.412  1.968
S  -1.672  3.646  0.687
O  -0.803  4.051  -0.381
O  -1.767  1.287  -0.067
O  1.234  0.918  0.607
Br  -2.209  -1.754  6.603
C  -1.835  -1.112  4.876
C  -1.130  0.063  4.711
C  -0.850  0.464  3.416
N  -1.235  -0.231  2.345
C  -1.976  -1.344  2.509
C  -2.279  -1.823  3.772
C  -2.470  -2.022  1.273
C  -3.309  -3.125  1.322
C  -3.750  -3.671  0.129
Br  -4.884  -5.173  0.157
C  -3.367  -3.118  -1.078
C  -2.527  -2.019  -1.035
N  -2.089  -1.493  0.103
H  -0.778  0.646  5.549
H  -0.284  1.362  3.226
H  -2.841  -2.732  3.911
H  -3.628  -3.558  2.257
H  -3.699  -3.527  -2.020
H  -2.177  -1.543  -1.942
N  4.407  -0.841  5.888
C  3.576  0.213  5.633
O  3.222  0.981  6.507
C  3.097  0.347  4.220
C  2.893  -0.724  3.442
C  2.354  -0.629  2.039
N  1.673  0.661  1.909
C  2.133  1.770  2.568
C  2.793  1.680  3.736
H  4.803  -0.891  6.811
H  4.889  -1.297  5.135
H  3.108  -1.722  3.806
H  3.158  -0.709  1.286
H  1.830  2.703  2.112
H  3.052  2.553  4.313
C  1.109  3.825  -3.337
C  -0.156  3.566  -4.105
C  -0.550  4.384  -5.159
C  -1.718  4.125  -5.859
C  -2.514  3.044  -5.515
C  -2.154  2.209  -4.463
C  -3.008  1.037  -4.065
C  -0.972  2.484  -3.775
N  -0.601  1.642  -2.687
H  1.657  4.661  -3.769
H  1.758  2.947  -3.343
H  0.893  4.054  -2.292
H  0.069  5.231  -5.430
H  -2.010  4.772  -6.677
H  -3.430  2.848  -6.060
H  -3.945  1.036  -4.620
H  -3.231  1.063  -2.997
H  -2.495  0.092  -4.266

Energy above the lowest of the compared OMol25 structures with the same formula, charge and spin ... 12.7 kcal per mole
Kohn-Sham gap ... 5.4 eV
2S+1 ... 1


# 5
ORCA calculation (wB97M-V/def2-TZVPD) on 2 unconnected molecules or ions with the total composition C2H7OPS in a non-equilibrium geometry.

Geometry (Å):
C  -1.224  0.893  -1.614
C  -0.051  -1.875  1.516
O  -0.279  1.437  -0.776
P  1.003  0.376  -0.457
S  1.989  1.805  0.814
H  -1.788  0.176  -0.975
H  -0.676  0.261  -2.392
H  -1.662  1.781  -2.094
H  -0.887  -1.273  1.923
H  0.954  -1.767  2.024
H  -0.019  -2.591  0.739
H  2.640  0.777  1.291

Energy above the lowest of the compared OMol25 structures with the same formula, charge and spin ... 98.1 kcal per mole
Kohn-Sham gap (spin up / spin down) ... 8.2 / 7.6 eV
2S+1 ... 1


# 6
ORCA calculation (wB97M-V/def2-TZVPD) on a molecular structure, C5H6N2 in a non-equilibrium geometry.

Geometry (Å):
C  -0.524  1.222  -1.157
C  -0.252  -0.038  -0.949
C  -0.592  0.123  1.042
C  -0.159  -0.979  0.158
C  1.239  -1.529  0.439
N  -0.907  1.308  1.096
N  -0.848  2.038  -0.038
H  -0.511  1.711  -2.113
H  -0.887  -1.796  0.113
H  1.508  -2.243  -0.338
H  1.281  -2.032  1.404
H  1.967  -0.722  0.437
H  -1.312  2.937  -0.093

Energy above the lowest of the compared OMol25 structures with the same formula, charge and spin ... 116.7 kcal per mole
Kohn-Sham gap (spin up / spin down) ... 8.6 / 8.6 eV
2S+1 ... 1